#i
This record from the OMol25 dataset describes a 6-piece molecular cluster, H12O6 overall. The level of theory is wB97M-V/def2-TZVPD.

Properties
- net charge = 0
- molecular weight (g mol⁻¹) = 108.090
- structure (SMILES) = O.O.O.O.O.O
- gap between HOMO and LUMO (eV) = 11.46

Last column: Mulliken charge in e.
Geometry (Å):
H  -0.254  0.538  -1.069  0.299
H  0.155  1.313  0.069  0.298
H  2.859  -2.674  -1.376  0.300
H  3.707  -2.424  -2.623  0.334
H  4.163  3.216  1.248  0.314
H  3.467  3.485  0.019  0.297
H  -4.049  0.986  -0.372  0.280
H  -3.826  2.097  -1.236  0.316
H  -3.363  -1.759  0.815  0.326
H  -3.666  -2.182  -0.518  0.311
H  0.204  -0.822  3.086  0.322
H  0.974  -1.702  2.027  0.312
O  0.498  1.048  -0.751  -0.600
O  3.751  -2.500  -1.585  -0.634
O  3.555  2.794  0.597  -0.608
O  -4.564  1.557  -0.865  -0.607
O  -3.789  -1.370  0.047  -0.627
O  0.179  -1.600  2.487  -0.633

#ii
This record from the OMol25 dataset describes a 6-piece molecular cluster, H12O6 overall. The level of theory is wB97M-V/def2-TZVPD.

Properties
- net charge = 0
- molecular weight (g mol⁻¹) = 108.090
- structure (SMILES) = O.O.O.O.O.O
- gap between HOMO and LUMO (eV) = 10.65

Last column: Mulliken charge in e.
Geometry (Å):
O  -0.047  0.307  -0.343  -0.686
H  -0.877  -0.036  -0.694  0.303
H  -0.264  0.590  0.554  0.374
O  0.529  -0.154  2.364  -0.644
H  0.461  -0.845  1.695  0.319
H  0.857  -0.598  3.152  0.267
O  2.455  1.865  -0.278  -0.634
H  1.601  1.536  0.024  0.382
H  2.828  1.120  -0.756  0.294
O  1.250  2.362  3.603  -0.632
H  0.659  3.119  3.621  0.322
H  0.831  1.727  3.009  0.353
O  -1.995  -0.613  -2.377  -0.706
H  -2.908  -0.874  -2.215  0.344
H  -1.985  -0.296  -3.286  0.300
O  -1.008  -3.281  -2.387  -0.654
H  -0.978  -3.532  -3.313  0.298
H  -1.408  -2.397  -2.373  0.400

#iii
This record from the OMol25 dataset describes a 6-piece molecular cluster, H12O6 overall. The level of theory is wB97M-V/def2-TZVPD.

Properties
- net charge = 0
- molecular weight (g mol⁻¹) = 108.090
- structure (SMILES) = O.O.O.O.O.O
- gap between HOMO and LUMO (eV) = 11.67

Last column: Mulliken charge in e.
Geometry (Å):
H  -1.903  2.792  0.292  0.336
H  -1.444  1.422  -0.296  0.462
H  -0.234  0.307  -1.960  0.461
H  0.572  0.811  -0.795  0.365
H  0.182  -1.685  -3.199  0.328
H  0.094  -1.861  -1.631  0.426
H  1.352  -1.679  0.211  0.414
H  0.919  -3.192  0.137  0.339
H  -1.205  1.326  1.810  0.445
H  -0.880  0.561  3.194  0.346
H  2.173  0.535  1.056  0.303
H  0.749  0.414  1.597  0.437
O  -2.055  1.810  0.408  -0.795
O  -0.131  1.114  -1.384  -0.793
O  -0.355  -1.393  -2.415  -0.749
O  1.220  -2.437  -0.415  -0.737
O  -0.437  1.149  2.491  -0.763
O  1.382  0.006  0.900  -0.826

#iii comes first in stability; the runner-up is 0.0375 hartree higher.